DFT (wB97M-V/def2-TZVPD) results for a 7-piece molecular cluster, C18H51NO12 overall at a distorted geometry.

XYZ file:
```
82
Properties=species:S:1:pos:R:3
O -0.654 3.918 0.334
O -4.277 -0.112 -2.630
O -2.367 -3.500 4.293
O 5.060 -0.238 2.136
O 3.102 -0.690 0.187
O -2.605 -2.553 1.630
O 2.197 -2.119 -2.328
O 2.504 2.772 -0.308
O -0.302 -0.433 1.848
O -0.924 -3.884 -2.934
O 2.288 -0.658 3.214
O -2.211 2.880 3.409
N -1.551 -0.482 -3.926
C 3.235 0.255 3.737
C -4.987 0.329 -1.483
C -1.995 3.478 2.156
C -2.677 0.324 -4.407
C -0.721 -2.519 -3.249
C -1.943 -4.104 -2.005
C -1.913 -1.895 -3.919
C 4.203 0.803 2.671
C -1.541 -3.459 1.983
C -0.615 3.292 1.592
C -1.273 0.154 -0.270
C 3.141 4.280 1.341
C -1.209 -3.270 3.479
C 2.635 -0.752 -2.200
C 0.026 -0.278 0.476
C -3.461 0.875 -3.279
C 3.646 -0.479 -1.086
C 3.576 3.662 0.047
H 1.611 -2.280 -1.593
H -1.946 -4.437 1.676
H -2.108 -2.217 -4.928
H -2.757 3.196 1.404
H 2.367 5.035 1.251
H -1.106 0.523 -1.269
H 0.757 0.565 0.354
H -1.703 -5.075 -1.507
H -0.938 -2.169 3.611
H 0.184 -2.399 -3.812
H -0.616 -3.289 1.403
H -2.286 1.245 -4.836
H 2.731 3.467 1.942
H 5.426 -0.748 2.875
H 3.585 1.134 1.805
H -2.207 4.547 2.227
H -1.710 1.019 0.175
H -0.383 -3.866 3.820
H 2.642 1.088 4.145
H 2.655 -1.544 3.327
H 3.991 0.574 -1.174
H 1.731 -0.153 -2.006
H -2.122 -3.356 -1.266
H -1.980 -0.654 -0.331
H 2.714 2.360 -1.161
H 0.090 3.718 2.331
H 4.539 3.197 0.246
H -0.303 2.254 1.408
H -2.066 1.906 3.355
H 4.749 1.629 3.099
H -2.154 -1.697 1.861
H 3.702 4.385 -0.780
H -0.611 -1.950 -2.290
H -3.259 -0.221 -5.109
H 0.398 -1.236 0.061
H -2.723 1.252 -2.518
H 3.025 -0.405 -3.155
H -0.754 -0.303 -4.535
H 3.969 4.736 1.890
H -2.777 -2.027 -3.268
H 3.921 -0.933 0.708
H -4.089 1.694 -3.675
H -3.169 -3.217 3.896
H 0.180 3.753 -0.097
H 0.540 -0.551 2.364
H -4.391 0.855 -0.724
H 4.483 -1.154 -1.240
H 3.846 -0.247 4.483
H -5.392 -0.407 -0.797
H -2.891 -4.263 -2.506
H -5.784 1.066 -1.646
```

Output
Kohn-Sham gap = 0.33101 Ha
Energy = -45548.34938 eV
LUMO = 0.0 eV
Relative energy (zero: lowest compared OMol25 entry of this formula, charge and spin) = 0.0 kcal per mole
SMILES = COCCNCCOC.OCCO.OCCO.OCCO.OCCO.CCO.CCO

---

DFT (wB97M-V/def2-TZVPD) results for an isolated ion of composition C5H7N6O and charge +1 at a distorted geometry.

XYZ file:
```
19
Properties=species:S:1:pos:R:3
O 2.496 -2.463 0.137
N 0.089 0.005 -0.878
N -1.513 -0.224 0.641
N 0.445 -1.628 0.910
N 1.047 0.465 2.227
N -1.939 0.546 -0.412
N 1.233 -1.747 2.116
C 1.571 -0.553 2.692
C -1.210 1.315 -2.612
C 1.682 -2.102 0.856
C -1.051 0.642 -1.305
C -0.242 -0.492 0.391
H -0.350 1.553 -3.086
H -2.007 0.853 -3.211
H -2.889 0.999 -0.648
H 0.842 -0.234 -1.424
H 1.319 1.449 2.485
H -1.808 2.248 -2.390
H 2.283 -0.632 3.512
```

Output
Kohn-Sham gap = 0.37783 Ha
Energy = -16275.61770 eV
LUMO = -3.1 eV
Relative energy (zero: lowest compared OMol25 entry of this formula, charge and spin) = 94.9 kcal per mole
Charge = +1
SMILES = [H]/N=C/N1C(=O)N1c1n[nH+]c(C)[nH]1

---

DFT (wB97M-V/def2-TZVPD) results for F8K2N4Na3O16S8 as an isolated structure at a distorted geometry.

XYZ file:
```
41
Properties=species:S:1:pos:R:3
K -0.937 4.131 -0.590
K -0.161 -3.096 -1.428
S -3.955 1.934 -5.612
S 1.736 -3.605 4.208
S 3.651 1.172 1.966
S 0.950 -2.644 2.035
S -1.708 0.478 -1.663
S -3.948 -0.328 -4.538
S 0.072 0.756 -0.054
S 4.422 1.248 4.334
Na 1.117 1.824 -2.936
Na -5.281 -0.150 -0.918
Na 0.508 1.058 3.789
F -2.409 1.294 -2.787
F -0.533 -2.740 1.339
F -4.951 2.786 -6.452
F 4.945 2.373 5.313
F 1.446 1.498 -0.215
F 1.600 -5.011 4.911
F 3.882 2.108 0.682
F -4.549 -1.689 -5.004
O -1.390 -0.727 -2.336
O 3.102 -3.536 3.831
O -2.775 1.898 -6.384
O 3.087 1.059 4.826
O 2.219 1.223 2.119
O 5.382 0.226 4.432
O 0.915 -1.303 2.527
O -3.885 2.648 -4.361
O 1.820 -2.843 0.922
O 4.234 -0.042 1.549
O -2.722 0.411 -0.648
O -4.407 -0.209 -3.177
O -0.423 1.100 1.225
O 0.439 -0.565 -0.319
O -2.556 -0.431 -4.754
O 1.240 -2.675 5.155
N 4.489 2.096 2.972
N 0.731 -3.894 2.973
N -0.567 1.554 -1.444
N -4.829 0.611 -5.491
```

Output
Kohn-Sham gap = 0.22675 Ha
Energy = -193036.48268 eV
LUMO = -5.2 eV
Charge = +1